[1]
ORCA calculation (the ωB97M-V functional and the def2-TZVPD basis) on a 6-piece molecular cluster, C21H46F3N6O11PS overall.

SMILES: CCCN[C@@H]1OS(=O)(=O)O[C@]1(P(O)O)C(F)(F)F.CN(C)C=O.CN(C)C=O.CN(C)C=O.CN(C)C=O.CN(C)C=O
energy relative to the best compared isomer or geometry (same formula, charge and spin): 0.0 kcal/mol
gap between HOMO and LUMO: 0.3380 Eh
E_tot: -82262.903 eV

The geometry in XYZ format:
```
89
C21H46F3N6O11PS (the ωB97M-V functional and the def2-TZVPD basis)
S 0.0401 0.8341 -5.8922
P -2.9324 2.4869 -4.3323
F -1.5345 5.1215 -4.4556
F 0.0354 4.7063 -5.8707
F -1.9941 4.4452 -6.4331
O -7.2086 4.5013 -1.4748
O -0.6676 -0.4003 -5.8337
O 1.1357 1.0093 -6.7821
O 1.6115 -4.8140 4.7732
O -3.2940 -6.6185 7.7772
O 4.5898 -0.0878 1.5281
O -0.9518 2.0614 -6.1130
O -2.9171 0.8685 -4.3455
O 0.4278 1.1833 -4.3848
O -2.8717 2.9666 -2.7790
O 6.8592 1.4035 -3.4675
N -0.0463 -4.1436 6.1680
N -5.4339 -6.1839 7.1520
N 6.9653 0.6645 -1.3250
N 1.0922 3.3364 -3.5988
N -7.1666 5.1426 -3.6523
N 4.1950 -2.1071 2.4867
C 0.6347 -5.0610 5.4619
C 3.3748 -3.3064 2.5685
C -1.1430 2.8574 -4.9283
C -1.1473 4.3037 -5.4299
C 2.2512 3.4255 -4.5100
C -4.1030 -6.2078 6.9652
C 5.3428 -1.9770 3.3678
C 3.9309 -1.1125 1.6294
C 7.4306 0.7966 -2.5782
C 0.0081 2.4669 -3.9406
C -6.3472 -5.6833 6.1449
C 7.6887 -0.0701 -0.3086
C 3.5728 3.1733 -3.7807
C -7.7254 5.9628 -4.7054
C 0.4015 -2.7629 6.1189
C 4.7290 2.9892 -4.7914
C -7.6429 5.1704 -2.3919
C -1.2056 -4.4923 6.9707
C -6.0538 4.2563 -3.9562
C -5.9640 -6.6810 8.4119
C 5.6920 1.2770 -0.9729
H -6.9187 -4.8378 6.5320
H -0.4955 2.2706 -2.9811
H 5.0938 1.9639 -4.7793
H 8.6133 -0.4629 -0.7288
H 2.5612 -3.2449 1.8486
H 5.2406 -1.0925 3.9971
H -8.5435 6.5607 -4.3084
H -7.0473 -6.5927 8.4022
H 0.3781 -2.3903 5.0939
H -8.1091 5.3399 -5.5161
H 4.3701 3.2380 -5.7987
H 5.5619 3.6611 -4.5825
H 3.4708 2.2772 -3.1649
H -1.0276 -4.2366 8.0163
H -5.1902 4.5110 -3.3418
H 6.2595 -1.8704 2.7867
H -0.2514 -2.1544 6.7396
H 8.4007 0.2945 -2.7374
H -2.1278 2.6080 -2.2685
H 0.2246 -6.0788 5.5609
H -2.0972 0.4322 -4.0565
H 3.0421 -1.3007 1.0051
H -5.6850 -7.7248 8.5552
H 2.2982 4.4287 -4.9490
H 7.9321 0.5805 0.5334
H -5.7858 -5.3548 5.2726
H 3.9774 -4.1879 2.3428
H -5.5596 -6.1078 9.2461
H 3.7753 4.0525 -3.1618
H -7.0444 -6.4647 5.8376
H 1.4266 -2.6812 6.4820
H 5.4680 1.0620 0.0707
H -6.9673 6.6349 -5.1131
H -8.4848 5.8732 -2.2642
H 5.4106 -2.8627 3.9940
H -5.7919 4.3523 -5.0066
H -2.0788 -3.9401 6.6158
H -3.7987 -5.8139 5.9792
H 2.9529 -3.4185 3.5648
H -1.4102 -5.5565 6.9064
H 4.8967 0.8717 -1.6003
H 0.7429 4.2494 -3.3386
H 7.0865 -0.9012 0.0630
H 2.1574 2.7370 -5.3530
H -6.3247 3.2218 -3.7428
H 5.7396 2.3540 -1.1428
```

Atom charges from the Löwdin analysis, given in e for atoms 1 to 8: 0.62 0.93 0.16 0.18 0.17 0.01 -0.21 -0.20

***

[2]
ORCA calculation (the ωB97M-V functional and the def2-TZVPD basis) on a 4-piece molecular cluster, C21H47BrN6O6P overall.

net charge: +1
gap between HOMO and LUMO: 0.2010 Eh
E_tot: -123081.017 eV

The geometry in XYZ format:
```
82
C21H47BrN6O6P (the ωB97M-V functional and the def2-TZVPD basis)
Br 1.3673 2.7294 1.0927
P 5.3395 2.3788 1.4080
O 1.2095 7.2243 2.1730
O 0.7852 1.4134 3.5821
O -0.2743 -1.5251 -0.2123
O 1.1376 -2.0110 -4.9368
O 2.2329 5.4944 4.8103
O -4.6244 -3.5185 0.2624
N 5.4238 5.1854 1.7315
N 5.8721 2.7247 -0.0720
N 5.1236 6.3857 2.2161
N -1.4051 0.3340 -2.1142
N 2.9856 -2.0897 -2.7167
N -4.7504 -4.9094 -2.2697
C 0.5205 6.8229 3.4075
C -5.9042 -3.1538 0.7550
C -0.4135 5.5182 3.2116
C 3.2205 5.3300 3.8242
C -3.1183 -0.0618 -0.4242
C 2.3376 -3.3229 -3.1818
C 4.7505 4.0293 2.2066
C -6.5527 -5.8045 -0.8926
C 3.3423 -4.1378 -3.9921
C 1.7187 -2.4482 -6.1553
C -4.3948 -4.9231 0.1954
C -2.2491 -0.7017 -1.5032
C 3.6254 3.8961 3.2551
C 1.4992 6.7434 4.6814
C -1.4049 -1.8929 -0.9982
C -5.0425 -5.6228 -1.0197
C 4.0967 6.4442 3.1683
C 1.6255 2.1152 2.9544
C 2.9466 2.5340 3.7623
C 1.0259 -3.0203 -3.9383
C -0.5738 -1.1888 1.1323
H 2.0724 -3.9197 -2.3032
H -6.8263 -6.1511 0.1079
H -3.3087 -5.0392 0.1090
H -0.2120 7.6944 3.6330
H -0.9988 -2.4095 -1.8727
H -0.6596 0.5482 -1.4496
H 1.3600 -1.7926 -6.9519
H -6.9039 -6.5504 -1.6103
H -1.3862 -1.7963 1.5390
H 4.2344 1.4450 1.2615
H 1.4379 -3.4757 -6.4002
H -0.1911 4.6688 3.9437
H -4.6020 -6.6225 -1.0880
H -2.9240 -1.0884 -2.2734
H -1.5124 5.8284 3.4121
H -4.6827 -5.4053 1.1376
H 2.8506 -4.9599 -4.5195
H -3.7416 -4.8895 -2.4068
H -0.8113 -0.1269 1.2082
H 2.8034 -2.3455 -6.1122
H -3.6135 -0.8222 0.1864
H 0.8115 6.8088 5.6120
H 0.3029 -2.6355 -3.2118
H -6.2558 -3.8359 1.5333
H 3.0528 -1.4612 -3.5192
H 2.3495 -1.6055 -2.0850
H -0.9106 -0.0721 -2.9068
H 0.5848 -3.9319 -4.3598
H 6.3561 1.7589 2.2071
H 4.0966 -4.5715 -3.3303
H 3.8748 7.5096 3.5567
H 3.7541 1.7021 3.7380
H -2.5517 0.5951 0.2402
H -0.4185 5.1351 2.1182
H -4.9926 -3.9279 -2.1231
H 3.8810 -3.5341 -4.7259
H 5.3105 2.2124 -0.7742
H -6.6212 -3.1025 -0.0648
H -2.0223 -2.6267 -0.4659
H -5.8256 -2.1516 1.1828
H 6.1951 5.1115 1.0309
H 1.0027 8.1882 2.0655
H -7.1070 -4.8865 -1.1003
H 2.7071 2.6804 4.8813
H 0.3234 -1.3666 1.7301
H -3.8964 0.5545 -0.8827
H 2.1358 7.6914 4.7000
```

Atom charges from the Löwdin analysis, given in e for atoms 1 to 8: 0.73 0.75 -0.08 0.00 -0.20 -0.19 -0.04 -0.22

***

[3]
ORCA calculation (the ωB97M-V functional and the def2-TZVPD basis) on C21H47FI2N3O6 as an isolated structure.

net charge: +1
gap between HOMO and LUMO: 0.2620 Eh
E_tot: -58199.040 eV

The geometry in XYZ format:
```
80
C21H47FI2N3O6 (the ωB97M-V functional and the def2-TZVPD basis)
I -4.1631 -0.8048 -1.4156
I -6.7492 -3.2617 -1.6957
F 1.2732 -1.8880 0.4385
O -0.3546 0.3846 6.3455
O -0.4922 -3.7172 4.2257
O -5.6688 -2.6367 -4.9796
O 1.6713 1.5466 -0.5695
O 3.9383 8.8128 -0.7638
O 1.0156 4.9985 -2.6412
N -1.5916 -4.3386 0.1186
N 0.6571 -5.1467 0.9671
N -1.2234 -2.1486 -0.2540
C 0.0006 -2.5241 4.8304
C -4.4788 -5.3968 -0.6625
C -3.3985 -2.3537 -5.7400
C 0.0648 -7.4499 -0.1175
C 4.9237 8.3950 -1.7013
C -3.7201 -2.8920 -0.8657
C -0.2166 -4.0717 0.4850
C 0.7372 -6.0020 -0.0810
C -4.7499 -3.8606 -1.0030
C 0.0741 -2.5802 0.2296
C 0.0303 -1.3974 3.8179
C -2.2582 -3.1581 -0.3577
C 2.9954 1.9613 -0.2491
C 0.8321 6.1161 -1.7819
C -1.6697 0.7670 6.7345
C -1.7698 2.2763 6.8315
C 1.5353 -5.4914 -1.3848
C -4.8315 -1.8691 -5.8367
C 4.0018 1.1090 -0.9960
C 5.7298 9.5860 -2.1805
C 2.1210 6.4256 -1.0480
H 1.0015 -2.7196 5.2276
H 0.6721 -1.6568 2.9694
H -3.3315 -3.4095 -6.0150
H -2.7767 2.5827 7.1241
H 6.4944 9.2771 -2.8972
H 4.4242 7.8989 -2.5398
H -0.9712 -1.2156 3.4165
H -5.3388 -2.5290 -4.0767
H 5.5723 7.6681 -1.2077
H -1.5247 2.7393 5.8722
H 2.4420 5.5663 -0.4509
H 2.9236 6.6381 -1.7561
H -3.0293 -2.2669 -4.7130
H -4.0766 -5.5655 0.4085
H 3.0999 3.0112 -0.5308
H 0.4010 -0.4763 4.2703
H -1.3324 -1.1424 -0.4823
H 0.5266 6.9675 -2.3939
H 3.3633 9.4487 -1.2098
H -2.7455 -1.7756 -6.3981
H 0.2563 0.7178 7.0163
H -1.9026 0.2974 7.6953
H 0.1002 -3.9406 3.4951
H -5.4668 -5.9658 -0.8274
H 1.9231 -4.4226 -1.2586
H 0.7445 -5.4467 -2.2292
H -2.3675 0.3849 5.9861
H -3.6449 -5.7763 -1.3617
H 1.9969 7.2853 -0.3877
H 1.2769 4.2476 -2.0914
H -0.4383 -7.7535 0.8581
H 5.0235 1.4185 -0.7647
H 0.8742 -8.2005 -0.4336
H 3.8448 1.1874 -2.0748
H -5.2035 -1.9771 -6.8573
H -0.6570 -2.2709 5.6636
H 0.0249 5.8897 -1.0777
H 1.5853 0.6192 -0.3089
H -4.9077 -0.8149 -5.5513
H 6.2164 10.0834 -1.3377
H 5.0803 10.3265 -2.6563
H -1.0570 2.6649 7.5646
H 2.3542 -6.2281 -1.7170
H -2.0079 -5.2733 0.1950
H -0.7314 -7.4149 -0.9558
H 3.8857 0.0532 -0.7325
H 3.1380 1.8789 0.8328
```

Atom charges from the Löwdin analysis, given in e for atoms 1 to 8: 0.84 0.91 0.07 -0.10 -0.10 -0.14 -0.10 -0.10

***

[4]
ORCA calculation (the ωB97M-V functional and the def2-TZVPD basis) on a 3-piece molecular cluster, C21H48Br2N2O2S overall.

SMILES: CCO[C@@H](C)O[C@@H](Br)[C@H](S)N(N)[C@@H](Br)CC.CCCCCC.CCCCCC
gap between HOMO and LUMO: 0.3321 Eh
E_tot: -180549.882 eV

The geometry in XYZ format:
```
76
C21H48Br2N2O2S (the ωB97M-V functional and the def2-TZVPD basis)
Br -0.8650 6.2980 4.0367
Br -4.4312 4.5605 5.0587
S -1.9323 5.8713 0.4020
O 0.4743 5.2225 1.9566
O 1.8795 3.8164 3.0837
N -3.1658 4.8104 2.5935
N -4.3256 5.0298 1.8126
C -1.9269 4.7467 1.8095
C 4.1314 -2.1194 -0.1705
C 0.1629 -5.5532 -3.6837
C -3.3065 3.7991 3.6167
C -0.7151 -4.9216 -7.2347
C -3.8987 2.4450 3.2231
C -0.2656 -0.9049 1.1203
C -0.7441 -5.2043 -2.5091
C -1.4376 -4.3130 -6.0382
C 0.7433 -0.6115 0.0179
C 0.6145 -4.3297 -4.4807
C -0.5196 -3.5181 -5.1106
C 1.0844 3.0697 0.9347
C 3.4316 2.5205 4.3860
C 1.1008 -1.8352 -0.8230
C -0.6548 4.8968 2.6971
C -2.8852 1.5442 2.5192
C 3.0036 -2.6207 0.7247
C 3.2519 3.4510 3.1885
C 1.4826 4.2523 1.8017
C 1.7338 -2.9878 -0.0420
H -1.4100 -5.4474 -7.8905
H 2.4737 2.4027 4.8930
H 2.7749 -1.8645 1.4817
H -0.0801 -2.6881 -5.6732
H 0.1168 -1.6383 1.8323
H 1.0518 -6.0692 -3.3109
H -4.2666 1.9547 4.1231
H -2.2302 -3.6499 -6.3945
H -1.9399 -5.1044 -5.4744
H 4.1432 2.9182 5.1093
H 3.3439 -3.5015 1.2751
H 3.5723 2.9642 2.2609
H 3.8534 -1.2037 -0.6954
H -2.6591 1.8779 1.5047
H -5.0885 5.1814 2.4650
H -0.3436 -6.2653 -4.3414
H -0.5062 -0.0032 1.6825
H 0.3839 2.4225 1.4694
H -1.0087 -6.0924 -1.9338
H -1.6732 -4.7370 -2.8389
H 2.2894 4.8195 1.3256
H 1.9662 2.4775 0.6873
H -1.8200 3.7600 1.3276
H 1.1844 -3.6691 -3.8181
H 1.6502 -0.1910 0.4634
H -1.9456 1.4944 3.0777
H 1.7724 -1.5273 -1.6294
H -2.0064 6.9907 1.1438
H -1.1959 -1.2994 0.7043
H 4.3901 -2.8663 -0.9244
H 5.0306 -1.9050 0.4084
H -0.2202 -4.1469 -7.8250
H -0.4639 3.9845 3.2632
H 3.7777 1.5311 4.0850
H -1.1224 -3.0591 -4.3221
H 1.0028 -3.4032 0.6573
H 0.0471 -5.6380 -6.9241
H 3.8513 4.3614 3.3036
H -2.3392 3.6507 4.0879
H 1.9657 -3.7942 -0.7460
H -4.5466 4.2164 1.2366
H -4.7700 2.5972 2.5822
H 0.1947 -2.2047 -1.3147
H -3.2653 0.5242 2.4427
H 1.3130 -4.6493 -5.2586
H 0.3461 0.1639 -0.6434
H 0.6237 3.4189 0.0093
H -0.2381 -4.5090 -1.8348
```

Atom charges from the Löwdin analysis, given in e for atoms 1 to 8: 0.77 0.67 0.81 -0.17 -0.11 -0.31 0.02 -0.67

***

Summary of E_LUMO in eV
0.27; -5.07; -4.16; 0.48
(order as listed above)